Record 1
The following is a quantum chemistry calculation of the molecule C3H4F2N2, from OMol25.

For the HOMO energy, the calculation gives -9.945 eV. The SMILES is C=N/N=C\C(F)F. The LUMO energy is 0.04 eV. The calculation puts the energy relative to the best compared isomer or geometry (same formula, charge and spin) at 196.1 kJ/mol.

```
! wB97M-V def2-TZVPD RIJCOSX def2/J DEFGRID3
* xyz 0 1
C 0.68785 0.58067 1.33459
C -0.51808 0.86008 0.57108
C -0.26941 -1.34033 -1.99425
H 1.24088 -0.44647 1.18613
H -0.96156 1.83061 0.92792
H 0.36146 -2.04122 -2.33416
H -1.41147 -1.27702 -2.31817
N -0.92908 0.34129 -0.50425
N 0.05915 -0.63567 -0.94591
F 1.57898 1.58848 1.47370
F 0.16129 0.53959 2.60331
*
```

Löwdin atomic charge list, values in e, 4 entries:
1 C -0.40
2 C -0.12
3 C 0.00
4 H 0.18


Record 2
The following is a quantum chemistry calculation of the molecule C3H4F2N2, from OMol25.

For the HOMO energy, the calculation gives -10.354 eV. The SMILES is C=N/N=C/C(F)F. The LUMO energy is -0.30 eV. The calculation puts the energy relative to the best compared isomer or geometry (same formula, charge and spin) at 319.3 kJ/mol.

```
! wB97M-V def2-TZVPD RIJCOSX def2/J DEFGRID3
* xyz 0 1
C -1.49174 0.00612 0.38592
C -0.04836 -0.42699 0.10115
C 3.03936 0.11688 -0.28882
H -1.75829 0.26731 1.47960
H -0.05770 -1.60986 -0.44566
H 4.05754 -0.09376 -0.32739
H 3.02063 1.24271 -0.16036
N 1.06217 0.34514 0.43159
N 2.06311 -0.57565 0.01968
F -1.60035 1.27147 -0.29648
F -2.41462 -0.86803 -0.24736
*
```

Löwdin atomic charge list, values in e, 4 entries:
1 C -0.28
2 C -0.05
3 C -0.07
4 H 0.17


Record 3
The following is a quantum chemistry calculation of the molecule C3H4F2O, from OMol25.

For the HOMO energy, the calculation gives -10.435 eV. The SMILES is O=C[C@H](F)CF. The LUMO energy is 0.41 eV. The calculation puts the energy relative to the best compared isomer or geometry (same formula, charge and spin) at 207.0 kJ/mol.

```
! wB97M-V def2-TZVPD RIJCOSX def2/J DEFGRID3
* xyz 0 1
C -0.22313 0.02872 1.26192
C 0.70777 0.12824 0.18478
C -0.34142 -0.00659 -0.99919
O -0.54796 -1.09261 1.75182
F 1.25938 1.40276 0.22572
F 0.46605 -0.30424 -1.96056
H 1.18715 -0.80600 0.01331
H -0.66861 0.88492 1.53181
H -1.06142 0.73169 -1.20239
H -0.77779 -0.96688 -0.80721
*
```

Löwdin atomic charge list, values in e, 4 entries:
1 C -0.19
2 C -0.24
3 C -0.18
4 O 0.04


Record 4
The following is a quantum chemistry calculation of the molecule C3H4F2O, from OMol25.

For the HOMO energy (spin up / spin down), the calculation gives -10.226 / -9.561 eV. The LUMO energy (spin up / spin down) is -0.75 / -1.13 eV. The calculation puts the energy relative to the best compared isomer or geometry (same formula, charge and spin) at 384.0 kJ/mol.

```
! wB97M-V def2-TZVPD RIJCOSX def2/J DEFGRID3
* xyz 0 1
C -0.96949 -0.84074 0.56203
C -0.18235 0.52052 0.35022
C 1.11486 0.61098 -0.37326
O -1.16811 -1.02725 -0.78632
F -0.94151 1.60717 0.01454
F 1.80614 -0.62253 -0.38835
H -0.41537 -1.61060 0.99774
H -1.86039 -0.72618 1.01245
H 1.71052 1.36205 0.06871
H 0.90569 0.72659 -1.45776
*
```

Löwdin atomic charge list, values in e, 4 entries:
1 C -0.25
2 C -0.04
3 C -0.12
4 O -0.05


Record 5
The following is a quantum chemistry calculation of a 2-piece molecular cluster, C3H4F3NO3 overall, from OMol25.

For the HOMO energy, the calculation gives -10.505 eV. The SMILES is CC(=O)C(F)(F)F.O=NO. The LUMO energy is 0.17 eV. The calculation puts the energy relative to the best compared isomer or geometry (same formula, charge and spin) at 334.8 kJ/mol.

```
! wB97M-V def2-TZVPD RIJCOSX def2/J DEFGRID3
* xyz 0 1
C 1.09397 1.41717 -0.13044
C 0.60652 0.09378 -0.61158
C 1.03606 -1.01081 0.33534
N -2.91021 -0.45797 0.57736
O -2.32385 0.11569 1.47582
O -2.32180 -0.40543 -0.61498
O 0.06391 -0.15986 -1.61813
F 0.68603 -0.78078 1.66966
F 2.38374 -0.99328 0.22757
F 0.66681 -2.26165 0.05037
H 0.57377 2.15306 -0.63006
H 2.25980 1.48547 -0.46181
H 1.16171 1.54132 1.00938
H -2.97647 -0.73669 -1.27849
*
```

Löwdin atomic charge list, values in e, 4 entries:
1 C 0.01
2 C -0.41
3 C -0.53
4 N -0.11


Record 6
The following is a quantum chemistry calculation of the molecule C3H4F3NO3, from OMol25.

For the HOMO energy, the calculation gives -11.250 eV. The SMILES is C[C@](O)([N+](=O)[O-])C(F)(F)F. The LUMO energy is -0.03 eV. The calculation puts the energy relative to the best compared isomer or geometry (same formula, charge and spin) at 304.6 kJ/mol.

```
! wB97M-V def2-TZVPD RIJCOSX def2/J DEFGRID3
* xyz 0 1
C -0.33265 0.37993 0.36253
C 0.94410 -0.19486 -0.34261
C 2.08346 0.70472 0.07097
N 1.33109 -1.68240 0.17037
O 1.27486 -1.78511 1.38469
O 1.55980 -2.54099 -0.65476
O 0.71505 -0.17645 -1.67432
F 2.41931 0.56130 1.37706
F 1.81326 1.98295 -0.17674
F 3.17778 0.41281 -0.69160
H -0.24740 0.59918 1.55140
H -1.25794 -0.08782 0.25381
H -0.54236 1.37464 -0.20195
H 1.45751 -0.53679 -2.23875
*
```

Löwdin atomic charge list, values in e, 4 entries:
1 C 0.02
2 C -0.39
3 C -0.57
4 N -0.29


Record 7
The following is a quantum chemistry calculation of a 2-piece molecular cluster, C3H4F3NO3S overall, from OMol25.

For the HOMO energy, the calculation gives -9.615 eV. The LUMO energy is -0.55 eV. The calculation puts the energy relative to the best compared isomer or geometry (same formula, charge and spin) at 0.0 kJ/mol.

```
! wB97M-V def2-TZVPD RIJCOSX def2/J DEFGRID3
* xyz 0 1
C 0.04270 1.98229 -1.50881
C 0.73549 0.66440 -1.45709
C 1.37281 0.21319 -0.39438
N -1.24799 -0.69203 0.19607
O -1.34243 -1.76575 -0.33908
O 0.35134 -2.04087 3.21215
O -0.92818 -0.70930 1.47054
F -2.11685 -2.20510 3.04084
F 1.50177 0.85093 0.76427
F 1.96549 -0.97977 -0.30792
S -0.64753 -2.29367 2.25320
H 0.57213 2.65718 -2.18117
H -0.96630 1.84694 -1.89530
H -0.00793 2.43421 -0.52078
H 0.71548 0.03736 -2.33254
*
```

Löwdin atomic charge list, values in e, 4 entries:
1 C -0.08
2 C -0.10
3 C -0.42
4 N -0.11


Record 8
The following is a quantum chemistry calculation of C3H4F9K4O11S3 as an isolated structure, from OMol25.

For the HOMO energy (spin up / spin down), the calculation gives -5.125 / -7.836 eV. The LUMO energy (spin up / spin down) is -1.99 / -1.96 eV. Its expectation value of S² is 0.750.

```
! wB97M-V def2-TZVPD RIJCOSX def2/J DEFGRID3
* xyz 0 2
K 8.53259 -2.12231 -13.37853
K 5.23371 0.35949 -17.35446
K 5.00248 3.30530 -14.64712
K 11.88440 1.51171 -18.00006
C 6.59981 0.57283 -11.82224
F 6.17517 -0.47740 -11.16477
F 7.84732 0.95942 -11.50585
F 6.61337 0.30601 -13.15050
S 5.41653 2.05798 -11.39884
O 4.12696 1.72107 -12.00985
O 5.27676 2.21807 -9.94139
O 6.00953 3.25508 -11.98955
C 10.19279 6.05634 -16.74709
F 11.33216 6.48065 -16.15063
F 10.34399 4.86248 -17.38261
F 9.34856 5.90037 -15.72439
S 9.40895 7.43863 -17.92356
O 10.42950 7.91232 -18.90776
O 8.21066 6.72713 -18.49991
O 9.06707 8.46523 -16.90858
C 8.37565 2.26193 -15.53948
F 7.44808 2.90965 -14.79189
F 7.74917 1.28200 -16.27573
F 8.82500 3.16064 -16.33109
S 9.86285 1.55190 -14.45811
O 10.24401 2.45112 -13.31986
O 9.40312 0.29462 -13.94365
O 10.92773 1.47583 -15.47503
O 13.11143 -0.41198 -15.10967
H 12.23998 -0.19178 -15.43877
H 12.97633 -1.19736 -14.57942
O 5.82439 4.62346 -17.45770
H 6.65809 4.32193 -17.81862
H 5.21787 4.59402 -18.19763
*
```

Löwdin atomic charge list, values in e, 4 entries:
1 K 0.87
2 K 0.43
3 K 0.74
4 K 0.93


Record 9
The following is a quantum chemistry calculation of a 2-piece molecular cluster, C3H4FI overall, from OMol25.

For the HOMO energy, the calculation gives -9.325 eV. The SMILES is FC1=CC1.I. The LUMO energy is 0.59 eV. The calculation puts the energy relative to the best compared isomer or geometry (same formula, charge and spin) at 236.2 kJ/mol.

```
! wB97M-V def2-TZVPD RIJCOSX def2/J DEFGRID3
* xyz 0 1
C 0.49747 0.06054 -0.18472
C -0.27637 -1.15813 -0.66904
C 0.25285 -0.02411 -1.44629
F 0.39493 0.46028 -2.67130
I -0.60518 1.18080 3.01365
H 0.75963 0.52403 0.69658
H 0.23660 2.34651 2.46806
H 0.05677 -2.15331 -0.86842
H -1.31670 -1.23661 -0.33852
*
```

Löwdin atomic charge list, values in e, 4 entries:
1 C 0.00
2 C -0.09
3 C -0.28
4 F 0.10


Record 10
The following is a quantum chemistry calculation of the molecule C3H4FN3O, from OMol25.

For the HOMO energy, the calculation gives -8.652 eV. The SMILES is Nc1noc(N)c1F. The LUMO energy is 0.58 eV. The calculation puts the energy relative to the best compared isomer or geometry (same formula, charge and spin) at 275.6 kJ/mol.

```
! wB97M-V def2-TZVPD RIJCOSX def2/J DEFGRID3
* xyz 0 1
C 0.31355 -0.95411 0.40274
C -0.13651 0.81141 -0.72232
C -0.47314 0.26859 0.47028
H 0.37763 -2.93135 0.99838
H -0.52131 -2.04674 1.99599
H -1.27851 2.33260 -0.78053
H 0.45352 2.45248 -1.68248
N 0.36346 -1.91419 1.43913
N 1.09375 -1.05728 -0.63966
N -0.48328 1.89170 -1.39174
O 0.76492 -0.03159 -1.35055
F -1.13239 0.80542 1.50164
*
```

Löwdin atomic charge list, values in e, 4 entries:
1 C -0.35
2 C -0.39
3 C -0.16
4 H 0.14


Per-record E_tot, eV: -11588.0747, -11586.7980, -10655.8145, -10653.9792, -18957.5051, -18957.8182, -29791.7116, -147961.4958, -13990.3161, -12408.0731